(1)
16
Properties=species:S:1:pos:R:3 method="wB97M-V/def2-TZVPD" homo_lumo_gap_ha=0.41062 smiles=COC(C)OC e_homo_ev=-10.1 e_lumo_ev=1.028 de_lowest_kcal_mol=35.39 fmax_ha_per_bohr=0.04917
C -0.8558 0.5453 -1.5779
O -1.2158 0.0080 -0.2795
C -0.2036 -0.5739 0.4374
C 0.4030 -1.7498 -0.2320
O 0.9152 0.2457 0.6753
C 0.5903 1.3516 1.4513
H -1.5225 1.4365 -1.7028
H 0.2037 0.8497 -1.6435
H -0.9731 -0.2501 -2.3444
H -0.6943 -0.7789 1.4325
H 0.9641 -1.4557 -1.1534
H 1.1967 -2.1804 0.4263
H -0.2655 -2.5982 -0.4488
H 1.4466 1.9444 1.6765
H 0.0371 1.1153 2.3999
H -0.0261 2.0903 0.8833

=====

(2)
18
Properties=species:S:1:pos:R:3 method="wB97M-V/def2-TZVPD" homo_lumo_gap_ha=0.22193 smiles=CO[C@@H](O)CP(C)[S-] e_homo_ev=-2.7 total_charge=-1 e_lumo_ev=3.354 de_lowest_kcal_mol=79.77 fmax_ha_per_bohr=0.06514
C 1.3764 -0.6461 -0.9342
O 0.0458 -0.4412 -1.2795
C -1.0594 -1.0656 -0.5540
O -0.9021 -2.4329 -0.7605
C -1.2228 -0.6646 0.8569
P -2.0326 0.9579 1.4005
C -1.0061 1.9827 0.2059
S -1.0838 1.0925 3.1417
H 1.6036 -1.6754 -1.2829
H 1.6698 -0.5347 0.1267
H 1.9475 0.0480 -1.5752
H -1.8635 -0.6935 -1.1801
H -0.1039 -2.7558 -0.3523
H -1.8586 -1.3880 1.3247
H -0.2096 -0.5056 1.2514
H -0.9489 1.3493 -0.5784
H -1.4469 2.9016 -0.0277
H -0.0158 2.0487 0.6211

=====

(3)
17
Properties=species:S:1:pos:R:3 method="wB97M-V/def2-TZVPD" homo_lumo_gap_ha=0.34532 smiles="O=CCCCS.O" e_homo_ev=-8.9 e_lumo_ev=0.498 de_lowest_kcal_mol=54.85 fmax_ha_per_bohr=0.10879
O 2.6492 -0.8472 0.5258
C 2.6496 0.3357 0.2066
C 1.5333 1.0784 -0.4522
C 0.3171 0.1826 -0.8619
C -1.0192 1.0030 -0.5243
S -2.6119 -0.0398 -0.6480
H 3.5509 0.9718 0.4876
H 1.2362 1.9444 0.2787
H 2.0081 1.6725 -1.3063
H 0.3055 -0.7727 -0.2594
H 0.4034 0.0072 -1.9866
H -1.2143 1.4455 0.4109
H -1.1513 1.7748 -1.3152
H -2.1513 -0.4922 0.3617
O -0.2927 -1.4657 1.7964
H -0.2817 -2.2050 2.4269
H -0.6507 -0.8054 2.4817

=====

(4)
17
Properties=species:S:1:pos:R:3 method="wB97M-V/def2-TZVPD" homo_lumo_gap_ha=0.32503 smiles="CCSC.O=CO" e_homo_ev=-8.3 e_lumo_ev=0.567 de_lowest_kcal_mol=17.22 fmax_ha_per_bohr=0.00882
C -0.1456 -1.6594 -0.3013
C -0.3907 -0.7479 0.8828
S -1.3964 0.6725 0.3785
C -1.8505 1.2490 2.0238
H 0.3566 -2.5741 0.0183
H 0.5044 -1.1802 -1.0293
H -1.0823 -1.9427 -0.7786
H 0.5290 -0.3558 1.3158
H -0.9395 -1.2396 1.6841
H -2.3848 0.4664 2.5594
H -0.9598 1.5250 2.5816
H -2.5037 2.1108 1.9377
O 2.1688 1.1779 -0.7578
C 1.9689 0.9761 -1.9111
O 2.5749 -0.0260 -2.5818
H 1.2665 1.5759 -2.5203
H 2.2844 -0.0280 -3.5018

=====

(5)
17
Properties=species:S:1:pos:R:3 method="wB97M-V/def2-TZVPD" homo_lumo_gap_ha=0.20297 e_homo_ev=-8.4 e_lumo_ev=-2.864 de_lowest_kcal_mol=104.23 fmax_ha_per_bohr=0.06973
O -0.0945 2.1491 -0.2388
C -2.4508 0.9301 0.9158
C -2.1450 -0.2539 0.2656
C -1.0508 -1.0792 0.4950
C 0.1654 -0.7888 1.2805
S 1.5652 -1.1490 0.1442
H -3.4811 1.2346 0.8183
H -1.9304 1.1988 1.8300
H -2.9379 -0.6298 -0.3894
H 1.9691 0.1105 -1.6805
H -0.9616 -2.0385 -0.0240
H 0.1173 0.2658 1.5525
H 0.2695 -1.3983 2.1798
H 1.8781 0.3223 -3.2249
H -0.8680 1.6668 0.0835
H 0.6797 1.5877 -0.2249
O 1.5445 0.6351 -2.3873

=====

(6)
17
Properties=species:S:1:pos:R:3 method="wB97M-V/def2-TZVPD" homo_lumo_gap_ha="0.26273 / 0.18315" spin_multiplicity=2 e_homo_ev="-3.7 / -3.7" total_charge=-1 e_lumo_ev="3.447 / 1.283" de_lowest_kcal_mol=11.92 s2=0.754 fmax_ha_per_bohr=0.02457
C -0.3282 -0.4202 0.0123
C 1.0775 -0.7354 -0.4550
C 1.3948 -2.2358 -0.5766
O 2.2384 -2.5899 -1.5733
C -0.7958 1.0040 -0.2897
O -1.9395 1.3090 0.3099
H -0.4975 -0.6214 1.0729
H -0.9883 -1.0913 -0.5525
H 1.2658 -0.3728 -1.4756
H 1.8387 -0.2803 0.1736
H 1.8006 -2.6363 0.3645
H 0.4516 -2.8011 -0.7099
H 0.0761 1.6654 -0.0529
H -0.8975 1.0914 -1.3968
H -1.8388 2.1659 1.2763
H -1.0702 3.5685 1.7942
O -1.7877 2.9804 2.0788

=====

(7)
17
Properties=species:S:1:pos:R:3 method="wB97M-V/def2-TZVPD" homo_lumo_gap_ha=0.24591 e_homo_ev=0.2 total_charge=-2 e_lumo_ev=6.911 de_lowest_kcal_mol=43.16 fmax_ha_per_bohr=0.05534
C 0.1798 -0.3116 -0.1587
C 1.3516 0.0602 0.8645
C 2.4415 -1.2062 1.1041
O 3.4146 -0.7324 1.8964
C -1.2308 0.2553 -0.0269
O -2.2616 -0.0353 -0.9595
H -0.0625 -1.3958 -0.3091
H 0.5857 -0.1124 -1.1555
H 1.6519 1.1774 0.5225
H 0.8916 0.1714 1.8995
H 1.7079 -2.0538 1.5771
H 2.6825 -1.6113 0.0110
H -1.5277 0.1395 1.0581
H -1.2027 1.3383 0.2020
H -2.4190 0.8592 -1.7660
H -3.4748 1.5019 -2.5361
O -2.7280 1.9559 -2.2234

=====

(8)
17
Properties=species:S:1:pos:R:3 method="wB97M-V/def2-TZVPD" homo_lumo_gap_ha=0.32170 e_homo_ev=-8.8 e_lumo_ev=-0.039 de_lowest_kcal_mol=79.10 fmax_ha_per_bohr=0.02245
C -1.0116 -1.1118 1.1207
C 0.1759 0.7917 -0.5528
C 1.0896 -0.1774 -1.2092
C 0.6687 1.7650 0.4484
O 0.1823 -0.7474 1.3830
O -1.6017 -0.0107 0.1246
O -1.1609 -2.3384 0.3926
H -0.2592 -2.6771 0.3141
H -2.1037 -0.4939 -0.5510
H -1.7543 -1.1164 1.9350
H -0.5379 1.2280 -1.2415
H 1.8458 -0.5590 -0.5292
H -0.1490 2.1039 1.0842
H 1.5756 0.3535 -2.0431
H 0.5347 -1.0111 -1.6400
H 1.0430 2.6404 -0.1049
H 1.4630 1.3608 1.0692

=====

(9)
17
Properties=species:S:1:pos:R:3 method="wB97M-V/def2-TZVPD" homo_lumo_gap_ha=0.38846 smiles=C1COCOC1.O e_homo_ev=-9.8 e_lumo_ev=0.748 de_lowest_kcal_mol=40.96 fmax_ha_per_bohr=0.05286
C -1.0133 -0.0181 -1.1158
C 0.0000 0.0000 0.0000
O -0.4784 0.8390 1.0541
C -1.7566 0.4528 1.4282
O -2.6989 0.7025 0.3693
C -2.4599 -0.1103 -0.7274
H -1.0388 0.8661 -1.7813
H -0.8662 -0.9130 -1.7506
H 1.0141 0.2443 -0.3705
H 0.0165 -1.0465 0.3605
H -1.8465 -0.6187 1.6914
H -2.1032 1.0432 2.2981
H -2.7570 -1.1370 -0.4391
H -3.1723 0.2425 -1.4978
O -2.6198 -1.0740 4.2481
H -2.5252 -0.1295 4.5073
H -1.9417 -1.5469 4.7818

=====

(10)
17
Properties=species:S:1:pos:R:3 method="wB97M-V/def2-TZVPD" homo_lumo_gap_ha=0.40010 smiles=COCOCOC e_homo_ev=-9.9 e_lumo_ev=0.985 de_lowest_kcal_mol=59.91 fmax_ha_per_bohr=0.05047
C -0.7032 0.3985 -2.5288
O 0.3850 1.0251 -1.8785
C 0.1553 1.2437 -0.5451
O -0.4273 0.0612 -0.0221
C -0.6476 -0.0770 1.2992
O -0.2080 -1.2682 1.7904
C 1.2065 -1.5012 1.8199
H -0.5258 0.4548 -3.5895
H -0.8156 -0.6842 -2.2599
H -1.6788 0.8767 -2.2910
H -0.6171 2.0696 -0.5089
H 1.1175 1.4466 -0.0781
H -0.1889 0.7533 1.8928
H -1.7819 -0.0956 1.3428
H 1.6638 -1.2069 0.9187
H 1.3706 -2.5735 2.0173
H 1.6953 -0.9231 2.6209